The following is a DFT calculation (ωB97M-V/def2-TZVPD) of C57H67O3P2Sr as an isolated structure in a non-equilibrium geometry.

CARTESIAN COORDINATES (ANGSTROEM)
Sr (-0.112, -0.169, 1.182)
C (-3.042, -2.672, 1.043)
C (-2.103, -2.532, -0.091)
C (-2.926, -1.792, -1.089)
C (-4.197, -1.665, -0.598)
C (-4.285, -2.218, 0.728)
C (-5.535, -2.281, 1.580)
C (-6.343, -3.517, 1.160)
C (-5.159, -2.397, 3.061)
C (-6.382, -1.017, 1.392)
C (-2.499, -0.983, -2.323)
C (-3.301, -1.389, -3.565)
C (-1.003, -0.999, -2.668)
C (-2.798, 0.488, -1.941)
C (-1.501, -3.925, -0.427)
C (-0.818, -4.504, 0.824)
C (-0.479, -3.879, -1.562)
C (-2.648, -4.855, -0.879)
H (-2.758, -3.190, 1.948)
H (-5.029, -1.187, -1.098)
H (-5.756, -4.419, 1.330)
H (-6.596, -3.465, 0.101)
H (-7.267, -3.587, 1.738)
H (-4.581, -3.301, 3.248)
H (-6.057, -2.434, 3.679)
H (-4.557, -1.538, 3.365)
H (-6.794, -0.957, 0.385)
H (-5.772, -0.129, 1.571)
H (-7.217, -1.009, 2.095)
H (-3.057, -2.411, -3.854)
H (-3.067, -0.725, -4.401)
H (-4.372, -1.337, -3.374)
H (-0.708, -1.917, -3.161)
H (-0.424, -0.858, -1.741)
H (-0.814, -0.183, -3.367)
H (-3.857, 0.648, -1.763)
H (-2.471, 1.171, -2.730)
H (-2.230, 0.652, -1.016)
H (-0.278, -3.673, 1.305)
H (-0.140, -5.307, 0.536)
H (-1.549, -4.927, 1.510)
H (0.210, -3.063, -1.342)
H (-0.996, -3.721, -2.505)
H (0.043, -4.834, -1.632)
H (-3.342, -5.049, -0.064)
H (-2.239, -5.803, -1.237)
H (-3.199, -4.376, -1.686)
C (2.175, 0.720, 1.617)
O (1.605, -0.268, 2.394)
C (0.689, 0.524, 3.078)
C (-0.371, -0.287, 3.702)
O (-1.419, -0.438, 2.784)
C (-1.736, 0.881, 2.458)
H (2.470, 1.604, 2.206)
H (1.327, 1.097, 0.999)
H (3.040, 0.387, 1.062)
H (0.234, 1.195, 2.318)
H (1.185, 1.135, 3.826)
H (-0.702, 0.261, 4.593)
H (0.030, -1.252, 4.014)
H (-1.514, 1.515, 3.309)
H (-2.796, 0.987, 2.238)
H (-1.147, 1.265, 1.613)
O (2.036, 1.501, -1.057)
C (2.347, 2.772, -0.595)
C (3.483, 3.450, -0.875)
C (3.754, 4.695, -0.197)
C (2.796, 5.351, 0.462)
C (1.390, 4.831, 0.457)
C (1.410, 3.316, 0.345)
P (0.108, 2.361, 0.869)
C (-0.625, 3.506, 2.118)
C (-1.999, 3.749, 2.170)
C (-2.606, 4.042, 3.384)
C (-1.873, 3.997, 4.558)
C (-0.501, 3.770, 4.529)
C (0.119, 3.571, 3.308)
C (0.582, 5.385, -0.757)
C (-0.692, 4.922, -1.064)
C (-1.387, 5.367, -2.175)
C (-0.791, 6.283, -3.028)
C (0.482, 6.745, -2.749)
C (1.162, 6.311, -1.619)
C (2.523, 1.055, -2.276)
C (2.562, 1.886, -3.385)
C (3.092, 1.418, -4.575)
C (3.558, 0.118, -4.664)
C (3.466, -0.726, -3.570)
C (2.949, -0.281, -2.357)
P (2.803, -1.245, -0.797)
C (2.972, -3.064, -0.979)
C (2.409, -3.740, 0.109)
C (2.580, -5.108, 0.239)
C (3.289, -5.819, -0.718)
C (3.854, -5.150, -1.792)
C (3.713, -3.775, -1.915)
C (4.481, -0.910, -0.097)
C (5.107, 0.324, -0.275)
C (6.318, 0.608, 0.338)
C (6.948, -0.350, 1.117)
C (6.344, -1.587, 1.291)
C (5.116, -1.860, 0.709)
H (4.218, 3.046, -1.556)
H (4.764, 5.080, -0.243)
H (3.002, 6.273, 0.990)
H (0.870, 5.135, 1.368)
H (-2.596, 3.626, 1.274)
H (-3.673, 4.211, 3.414)
H (-2.376, 4.105, 5.509)
H (0.067, 3.680, 5.448)
H (1.184, 3.376, 3.228)
H (-1.159, 4.170, -0.444)
H (-2.379, 4.985, -2.375)
H (-1.322, 6.630, -3.903)
H (0.960, 7.446, -3.420)
H (2.154, 6.684, -1.405)
H (2.179, 2.896, -3.316)
H (3.146, 2.082, -5.427)
H (3.997, -0.231, -5.589)
H (3.823, -1.739, -3.659)
H (1.831, -3.160, 0.826)
H (2.167, -5.622, 1.096)
H (3.411, -6.889, -0.622)
H (4.425, -5.695, -2.532)
H (4.203, -3.278, -2.738)
H (4.636, 1.086, -0.878)
H (6.771, 1.582, 0.202)
H (7.892, -0.130, 1.596)
H (6.822, -2.343, 1.900)
H (4.640, -2.813, 0.888)

Computed properties:
LUMO level = -4.545 eV
Net charge = +1
M = 949.7 g mol⁻¹
Kohn-Sham gap = 3.27 eV
Largest force on an atom = 17.78 eV/Å
ΔE to the lowest compared entry with this formula, charge and spin = 1459.5 kJ/mol

=====

The following is a DFT calculation (ωB97M-V/def2-TZVPD) of C57H68BF3HfN4O2P2SSb as an isolated structure in a non-equilibrium geometry.

CARTESIAN COORDINATES (ANGSTROEM)
Hf (-0.821, -0.552, 0.292)
C (0.629, -1.094, 3.319)
C (0.753, -0.420, 4.694)
C (1.939, -1.089, 5.420)
C (-0.551, -0.682, 5.450)
P (1.201, 1.382, 4.378)
C (-0.197, 1.904, 3.223)
N (0.281, 2.218, 1.889)
B (0.515, 1.359, 0.747)
N (1.260, 2.211, -0.177)
C (1.902, 1.926, -1.442)
P (2.998, 0.422, -1.440)
C (3.684, 0.513, -3.202)
C (4.649, 1.661, -3.505)
C (2.489, 0.659, -4.153)
C (4.354, -0.830, -3.531)
C (4.363, 0.864, -0.207)
C (3.844, 0.563, 1.207)
C (5.561, -0.065, -0.450)
C (4.828, 2.323, -0.212)
C (1.369, 3.491, 0.361)
C (1.896, 4.659, -0.170)
C (1.815, 5.822, 0.580)
C (1.197, 5.828, 1.826)
C (0.660, 4.666, 2.355)
C (0.763, 3.494, 1.620)
C (0.847, 2.332, 5.974)
C (-0.630, 2.623, 6.271)
C (1.465, 1.616, 7.178)
C (1.589, 3.670, 5.827)
H (1.430, -0.765, 2.649)
H (0.678, -2.180, 3.440)
H (-0.354, -0.901, 2.867)
H (1.583, -1.895, 6.061)
H (2.637, -1.520, 4.703)
H (2.512, -0.401, 6.038)
H (-0.487, -0.387, 6.497)
H (-1.392, -0.149, 5.002)
H (-0.786, -1.749, 5.424)
H (-0.945, 1.110, 3.151)
H (-0.736, 2.764, 3.621)
H (1.149, 1.784, -2.220)
H (2.482, 2.799, -1.749)
H (4.214, 2.634, -3.275)
H (5.588, 1.571, -2.966)
H (4.887, 1.655, -4.572)
H (2.016, 1.639, -4.099)
H (2.837, 0.520, -5.179)
H (1.731, -0.105, -3.960)
H (4.714, -0.808, -4.559)
H (5.203, -1.053, -2.889)
H (3.642, -1.653, -3.438)
H (3.417, -0.439, 1.275)
H (4.680, 0.606, 1.906)
H (3.098, 1.278, 1.548)
H (5.265, -1.117, -0.461)
H (6.084, 0.152, -1.378)
H (6.275, 0.066, 0.364)
H (4.007, 3.009, -0.008)
H (5.557, 2.458, 0.589)
H (5.307, 2.618, -1.141)
H (2.353, 4.686, -1.150)
H (2.220, 6.740, 0.180)
H (1.125, 6.751, 2.383)
H (0.148, 4.687, 3.305)
H (-1.257, 1.733, 6.239)
H (-0.719, 3.051, 7.272)
H (-1.047, 3.356, 5.580)
H (0.987, 0.666, 7.412)
H (2.532, 1.441, 7.038)
H (1.357, 2.262, 8.052)
H (1.319, 4.201, 4.917)
H (1.349, 4.313, 6.676)
H (2.668, 3.517, 5.805)
S (-3.839, 2.571, -1.490)
C (-2.830, 2.134, -2.829)
C (-2.907, 2.557, -4.151)
C (-2.007, 2.034, -5.054)
C (-1.031, 1.119, -4.650)
C (-0.943, 0.710, -3.335)
C (-1.863, 1.211, -2.415)
N (-1.965, 0.853, -1.071)
C (-2.974, 1.486, -0.488)
C (-3.353, 1.146, 0.879)
C (-4.361, 1.816, 1.570)
C (-4.719, 1.359, 2.827)
C (-4.102, 0.236, 3.365)
C (-3.094, -0.423, 2.664)
C (-2.670, 0.031, 1.412)
H (-3.660, 3.264, -4.467)
H (-2.058, 2.336, -6.090)
H (-0.333, 0.730, -5.376)
H (-0.179, 0.011, -3.019)
H (-4.868, 2.672, 1.143)
H (-5.496, 1.868, 3.380)
H (-4.414, -0.127, 4.336)
H (-2.641, -1.309, 3.096)
N (1.098, -2.028, 0.018)
C (0.750, -3.433, 0.269)
C (-0.455, -3.469, 1.223)
O (-0.678, -4.341, 2.015)
O (-1.211, -2.399, 1.047)
H (1.620, -1.869, -0.841)
H (1.731, -1.692, 0.743)
H (1.583, -4.013, 0.671)
H (0.438, -3.896, -0.670)
F (-6.872, 0.483, -4.542)
C (-5.807, -0.159, -4.043)
C (-5.713, -0.328, -2.673)
C (-4.597, -0.978, -2.168)
C (-3.609, -1.466, -3.019)
C (-3.737, -1.275, -4.389)
C (-4.838, -0.618, -4.913)
Sb (-1.886, -2.361, -2.184)
C (-2.639, -4.147, -1.322)
C (-3.663, -4.100, -0.382)
C (-4.090, -5.245, 0.264)
C (-3.469, -6.443, -0.040)
F (-3.876, -7.556, 0.583)
C (-2.444, -6.529, -0.962)
C (-2.035, -5.368, -1.599)
C (-0.943, -3.147, -3.896)
C (-1.583, -4.078, -4.712)
C (-0.959, -4.569, -5.845)
C (0.314, -4.118, -6.147)
F (0.922, -4.595, -7.239)
C (0.983, -3.201, -5.360)
C (0.337, -2.720, -4.231)
H (-6.492, 0.050, -2.028)
H (-4.508, -1.081, -1.091)
H (-2.972, -1.628, -5.068)
H (-4.954, -0.459, -5.976)
H (-4.137, -3.161, -0.118)
H (-4.880, -5.222, 1.000)
H (-1.985, -7.484, -1.168)
H (-1.236, -5.439, -2.330)
H (-2.576, -4.435, -4.463)
H (-1.436, -5.292, -6.490)
H (1.980, -2.883, -5.630)
H (0.857, -2.010, -3.601)

Computed properties:
LUMO level = -3.482 eV
Net charge = +1
M = 1303.3 g mol⁻¹
Kohn-Sham gap = 6.38 eV
Largest force on an atom = 1.46 eV/Å
ΔE to the lowest compared entry with this formula, charge and spin = 0.0 kJ/mol

=====

| no. | total energy (eV) |
| --- | --- |
| 1 | -85734.04735 |
| 2 | -116353.41871 |